The following is a quantum chemistry calculation of a structure of composition C31H40FeGeN2O10Si at a distorted geometry, from OMol25.

The geometry in ORCA input format:
```
! RIJCOSX wB97M-V def2-TZVPD def2/J DEFGRID3
* xyz 0 1
Fe 0.438 0.596 0.623
C 4.306 0.434 -0.480
C 3.324 1.583 -0.683
C 4.042 2.909 -0.474
C 2.713 1.547 -2.073
O 2.296 1.420 0.310
Ge 1.654 2.866 1.365
O 0.826 1.443 2.419
C 1.310 0.328 3.178
C 0.419 0.216 4.410
C 1.101 -0.883 2.254
C 2.773 0.528 3.550
O 0.049 2.677 0.345
C -0.956 3.705 0.415
C -0.933 4.380 1.784
C -0.643 4.708 -0.691
C -2.327 3.085 0.200
H 5.023 0.386 -1.297
H 3.766 -0.504 -0.439
H 4.853 0.554 0.454
H 4.887 2.961 -1.157
H 4.419 3.002 0.545
H 3.391 3.758 -0.684
H 3.459 1.815 -2.820
H 1.887 2.252 -2.143
H 2.334 0.564 -2.311
H -0.623 0.121 4.112
H 0.519 1.106 5.028
H 0.696 -0.652 5.005
H 0.038 -0.874 1.980
H 1.316 -1.865 2.664
H 1.749 -0.750 1.369
H 2.893 1.461 4.098
H 3.395 0.565 2.658
H 3.121 -0.287 4.183
H -0.021 4.957 1.937
H -1.016 3.635 2.573
H -1.775 5.066 1.870
H 0.336 5.159 -0.530
H -1.386 5.504 -0.717
H -0.636 4.206 -1.657
H -2.517 2.323 0.951
H -2.400 2.645 -0.789
H -3.093 3.853 0.284
O -0.192 0.495 -3.178
C -0.583 0.141 -2.104
O 0.275 -0.543 -1.246
C -1.961 0.240 -1.620
C -2.921 0.468 -2.590
C -4.261 0.439 -2.248
C -4.662 0.146 -0.953
C -3.708 -0.080 0.014
C -2.305 0.031 -0.243
O -1.439 -0.021 0.675
N -4.195 -0.432 1.336
O -5.379 -0.281 1.546
O -3.406 -0.867 2.146
N -5.262 0.668 -3.272
O -4.865 0.913 -4.393
O -6.429 0.620 -2.945
H -2.621 0.646 -3.614
H -5.712 0.084 -0.700
C 3.912 -4.231 0.656
C 2.616 -4.348 1.130
C 1.575 -3.729 0.459
C 1.810 -2.973 -0.689
C 3.118 -2.894 -1.166
C 4.163 -3.509 -0.498
Si 0.440 -2.194 -1.673
C -1.225 -2.993 -1.448
C -1.877 -3.038 -0.211
C -3.147 -3.575 -0.094
C -3.791 -4.078 -1.215
C -3.163 -4.048 -2.447
C -1.891 -3.509 -2.561
H 4.724 -4.715 1.177
H 2.415 -4.933 2.017
H 0.568 -3.850 0.826
H 3.323 -2.348 -2.073
H 5.169 -3.430 -0.880
H 0.802 -2.178 -3.101
H -1.414 -2.614 0.669
H -3.639 -3.584 0.868
H -4.786 -4.489 -1.125
H -3.666 -4.435 -3.321
H -1.417 -3.478 -3.532
*
```

The value obtained for the HOMO energy (alpha / beta) is -8.72 / -8.73 eV. For the orbital gap (alpha / beta), the calculation gives 8.21 / 8.23 eV. For the LUMO energy (alpha / beta), the calculation gives -0.51 / -0.50 eV.

Charges per atom according to Mulliken partitioning, unit e:
1. Fe 1.590
2. C -1.405
3. C 1.465
4. C -2.173
5. C -1.365
6. O 1.501
7. Ge -0.729
8. O -0.440
9. C 2.027
10. C -1.887
11. C -0.551
12. C -1.778
13. O -0.001
14. C 1.474
15. C -1.924
16. C -1.752
17. C -1.627
18. H 0.457
19. H 0.089
20. H 0.398
21. H 0.475
22. H 0.460
23. H 0.470
24. H 0.580
25. H 0.108
26. H 0.025
27. H 0.343
28. H 0.461
29. H 0.374
30. H -0.079
31. H 0.727
32. H -0.530
33. H 0.403
34. H 0.178
35. H 0.458
36. H 0.432
37. H 0.347
38. H 0.509
39. H 0.361
40. H 0.408
41. H 0.315
42. H 0.384
43. H 0.111
44. H 0.589
45. O -0.582
46. C -0.528
47. O 0.594
48. C -0.612
49. C -0.259
50. C -1.409
51. C -0.155
52. C -0.966
53. C 2.845
54. O -1.072
55. N 1.229
56. O -0.759
57. O -0.573
58. N 1.080
59. O -0.661
60. O -0.666
61. H 0.662
62. H 0.702
63. C -0.588
64. C -0.533
65. C -0.470
66. C 0.770
67. C -0.604
68. C -0.458
69. Si -0.138
70. C 0.835
71. C 0.699
72. C -0.944
73. C -0.608
74. C -0.760
75. C -0.692
76. H 0.414
77. H 0.473
78. H 0.415
79. H 0.357
80. H 0.436
81. H -0.389
82. H -0.076
83. H 0.471
84. H 0.407
85. H 0.425
86. H 0.413



The following is a quantum chemistry calculation of a cluster of 2 separate species, C5H8NO in total at a distorted geometry, from OMol25.

The geometry in ORCA input format:
```
! RIJCOSX wB97M-V def2-TZVPD def2/J DEFGRID3
* xyz 1 1
C -0.099 -1.917 0.307
C 0.516 0.177 -0.547
C -1.130 -2.447 -0.092
C 1.980 -0.203 -0.540
C -1.197 1.662 0.272
N 0.070 0.991 0.328
O 2.679 0.212 0.386
H 0.825 -1.758 0.846
H 0.002 0.059 -1.501
H -2.049 -2.914 -0.347
H 2.265 -0.913 -1.204
H -1.622 1.623 -0.728
H -1.851 1.344 1.255
H -1.020 2.802 0.353
H 0.630 1.281 1.212
*
```

The value obtained for the HOMO energy is -15.04 eV. For the orbital gap, the calculation gives 8.91 eV. For the LUMO energy, the calculation gives -6.13 eV.

Charges per atom according to natural (NBO) partitioning, unit e:
1. C -0.361
2. C 0.163
3. C -0.067
4. C 0.357
5. C -0.458
6. N -0.411
7. O -0.422
8. H 0.272
9. H 0.254
10. H 0.265
11. H 0.173
12. H 0.242
13. H 0.268
14. H 0.258
15. H 0.466



The following is a quantum chemistry calculation of a cluster of 9 separate species, C39H87ClO33P5 in total at a distorted geometry, from OMol25.

The geometry in ORCA input format:
```
! RIJCOSX wB97M-V def2-TZVPD def2/J DEFGRID3
* xyz 0 2
Cl 1.599 25.295 5.323
O 1.247 24.014 5.856
O 2.722 25.767 6.132
O 1.968 25.175 3.927
O 0.484 26.128 5.377
C 3.567 29.380 3.185
C 3.614 28.488 4.360
O 4.790 28.972 4.960
C 5.237 30.093 4.434
O 6.291 30.681 4.781
O 4.424 30.445 3.482
H 2.568 29.746 2.949
H 3.947 28.841 2.318
H 3.895 27.505 3.981
H 2.807 28.305 5.070
C 1.745 26.403 9.153
C 2.648 27.598 9.005
O 3.272 27.672 10.229
C 2.459 27.174 11.114
O 2.612 27.285 12.311
O 1.476 26.453 10.546
H 2.275 25.477 8.930
H 0.846 26.458 8.539
H 2.130 28.531 8.781
H 3.250 27.359 8.128
C -2.465 25.953 4.165
C -2.792 24.478 4.408
O -3.757 24.164 3.529
C -4.333 25.347 3.094
O -5.292 25.466 2.265
O -3.729 26.434 3.802
H -1.773 26.140 3.344
H -2.095 26.460 5.057
H -3.171 24.410 5.428
H -1.905 23.850 4.493
C 4.053 21.936 6.316
C 5.448 21.597 6.845
O 5.459 21.235 8.263
P 4.818 19.852 8.773
O 5.359 18.654 8.091
O 5.234 19.954 10.365
C 5.424 18.785 11.160
C 5.066 19.340 12.517
O 3.241 20.022 8.763
C 2.528 19.069 9.513
C 1.242 18.699 8.858
H 3.678 22.817 6.838
H 4.237 22.273 5.296
H 3.310 21.143 6.398
H 6.023 20.897 6.238
H 6.007 22.527 6.951
H 4.771 17.936 10.956
H 6.428 18.364 11.216
H 3.983 19.469 12.518
H 5.177 18.560 13.271
H 5.547 20.282 12.782
H 3.090 18.144 9.645
H 2.350 19.458 10.516
H 1.520 18.447 7.834
H 0.734 17.863 9.337
H 0.635 19.604 8.890
C -2.804 18.437 1.581
C -1.684 19.429 1.624
O -1.551 20.149 0.364
P -0.723 21.529 0.137
O 0.754 21.324 -0.063
O -1.513 22.345 -1.062
C -2.930 22.271 -1.188
C -3.378 22.931 -2.465
O -1.059 22.407 1.487
C -0.420 23.720 1.597
C -1.171 24.786 0.895
H -3.008 17.928 2.523
H -3.715 18.891 1.192
H -2.637 17.706 0.790
H -1.828 20.176 2.404
H -0.708 18.974 1.794
H -3.248 21.233 -1.279
H -3.347 22.641 -0.251
H -3.481 23.967 -2.141
H -2.632 22.786 -3.246
H -4.355 22.600 -2.818
H -0.102 23.981 2.607
H 0.561 23.606 1.136
H -2.171 24.847 1.324
H -0.650 25.718 1.115
H -1.251 24.594 -0.175
C 5.893 18.461 4.538
C 4.417 18.821 4.129
O 4.392 19.225 2.743
P 3.120 18.760 1.811
O 2.969 19.428 0.493
O 1.808 19.176 2.680
C 1.730 20.493 3.155
C 1.072 20.389 4.493
O 3.054 17.151 1.871
C 4.135 16.419 1.379
C 4.119 16.431 -0.143
H 5.910 18.105 5.569
H 6.370 17.693 3.929
H 6.505 19.356 4.428
H 3.660 18.081 4.387
H 4.097 19.682 4.716
H 2.688 20.948 3.410
H 1.224 21.105 2.408
H 0.128 19.860 4.359
H 1.595 19.782 5.232
H 0.950 21.371 4.951
H 5.106 16.714 1.775
H 3.992 15.405 1.755
H 3.177 16.073 -0.558
H 4.344 17.353 -0.678
H 4.871 15.739 -0.521
C -0.326 30.213 5.842
C -1.204 29.546 4.758
O -1.265 30.407 3.591
P -2.468 29.883 2.524
O -3.843 29.757 3.130
O -1.839 28.471 1.904
C -0.543 28.556 1.253
C 0.529 27.926 2.065
O -2.316 31.019 1.305
C -2.566 32.397 1.545
C -3.392 32.967 0.378
H 0.540 30.681 5.373
H -1.013 30.921 6.305
H 0.023 29.536 6.622
H -0.900 28.521 4.546
H -2.209 29.393 5.150
H -0.637 28.130 0.255
H -0.179 29.561 1.040
H 0.554 28.464 3.013
H 0.210 26.932 2.376
H 1.447 27.935 1.477
H -2.980 32.538 2.544
H -1.646 32.982 1.563
H -3.103 32.566 -0.594
H -4.432 32.734 0.604
H -3.307 34.053 0.429
C -3.554 32.040 10.183
C -4.264 31.353 9.057
O -3.798 29.936 9.185
P -4.861 28.810 8.706
O -5.443 29.146 7.432
O -4.114 27.413 8.770
C -3.459 26.865 7.641
C -2.058 26.652 8.007
O -5.855 28.720 10.015
C -5.344 28.574 11.311
C -5.480 27.158 11.846
H -3.949 33.051 10.281
H -3.674 31.585 11.166
H -2.482 31.994 9.990
H -5.319 31.424 9.320
H -4.210 31.770 8.051
H -3.941 25.922 7.384
H -3.433 27.565 6.806
H -1.927 26.387 9.056
H -1.471 26.014 7.347
H -1.555 27.618 7.955
H -4.296 28.866 11.371
H -5.964 29.294 11.845
H -5.021 27.044 12.828
H -6.505 26.790 11.884
H -4.929 26.455 11.220
*
```

The value obtained for the HOMO energy (alpha / beta) is -10.07 / -10.07 eV. For the orbital gap (alpha / beta), the calculation gives 9.81 / 2.84 eV. For the LUMO energy (alpha / beta), the calculation gives -0.26 / -7.22 eV.

Here are the Mulliken charges for atoms 1 to 99, given in e:
1. Cl 1.512
2. O -0.347
3. O -0.324
4. O -0.536
5. O -0.361
6. C -0.021
7. C 0.494
8. O -0.382
9. C 0.559
10. O -0.613
11. O -0.345
12. H 0.172
13. H 0.239
14. H 0.053
15. H -0.154
16. C 0.666
17. C -0.153
18. O -0.332
19. C 0.573
20. O -0.570
21. O -0.368
22. H 0.128
23. H -0.387
24. H 0.209
25. H 0.266
26. C 2.152
27. C -0.231
28. O -0.325
29. C 0.402
30. O -0.593
31. O -0.285
32. H -0.858
33. H -0.745
34. H 0.410
35. H 0.195
36. C -0.518
37. C -0.465
38. O -0.333
39. P 0.792
40. O -0.699
41. O -0.301
42. C -0.108
43. C -1.178
44. O -0.032
45. C -0.054
46. C -1.313
47. H 0.310
48. H 0.415
49. H -0.039
50. H 0.164
51. H 0.345
52. H 0.230
53. H 0.338
54. H 0.252
55. H 0.406
56. H 0.279
57. H 0.303
58. H 0.198
59. H 0.242
60. H 0.387
61. H 0.328
62. C -1.422
63. C 0.709
64. O -0.347
65. P 0.199
66. O -0.699
67. O -0.288
68. C 0.067
69. C -1.277
70. O 0.401
71. C -0.189
72. C -0.956
73. H 0.365
74. H 0.325
75. H 0.345
76. H 0.069
77. H -0.079
78. H 0.279
79. H 0.220
80. H 0.286
81. H 0.289
82. H 0.387
83. H -0.161
84. H 0.728
85. H 0.115
86. H -0.035
87. H 0.551
88. C -1.215
89. C 0.774
90. O -0.398
91. P 0.976
92. O -0.656
93. O -0.109
94. C 0.121
95. C -0.804
96. O -0.312
97. C -0.094
98. C -1.192
99. H 0.276



The following is a quantum chemistry calculation of a cluster of 7 separate species, C37H52F18NO16 in total at a distorted geometry, from OMol25.

The geometry in ORCA input format:
```
! RIJCOSX wB97M-V def2-TZVPD def2/J DEFGRID3
* xyz 1 1
C 0.989 -0.059 2.301
C 1.974 -1.194 2.145
O 3.150 -1.133 2.435
O 1.388 -2.329 1.670
C 2.223 -3.212 0.898
C 1.813 -3.209 -0.585
C 2.853 -2.556 -1.533
C 3.489 -1.264 -1.023
C 4.771 -0.861 -1.815
C 4.959 0.536 -1.323
N 3.830 1.022 -0.933
C 2.682 0.058 -1.101
C 1.982 0.426 -2.414
C 0.652 -0.310 -2.670
O -0.399 0.659 -2.595
C -1.653 0.157 -2.245
C -1.873 -0.013 -0.762
O -2.480 -0.048 -3.092
H 0.352 -0.268 3.176
H 0.311 0.019 1.443
H 1.523 0.878 2.502
H 2.120 -4.218 1.331
H 3.274 -2.937 1.027
H 0.820 -2.744 -0.701
H 1.682 -4.255 -0.904
H 2.383 -2.356 -2.512
H 3.653 -3.289 -1.727
H 3.856 -1.326 0.013
H 5.621 -1.532 -1.641
H 4.611 -0.845 -2.906
H 5.891 1.108 -1.263
H 3.708 1.959 -0.562
H 2.028 0.226 -0.231
H 2.682 0.266 -3.248
H 1.754 1.500 -2.371
H 0.645 -0.774 -3.668
H 0.476 -1.113 -1.933
H -1.702 0.950 -0.260
H -1.191 -0.763 -0.339
H -2.908 -0.333 -0.599
C 0.526 -5.135 5.228
C -0.150 -4.839 3.908
O -0.048 -5.963 3.003
C -0.890 -6.965 3.215
O -1.728 -7.042 4.063
C -0.643 -8.080 2.174
F 0.665 -8.269 1.980
F -1.202 -7.737 1.003
F -1.189 -9.221 2.580
H 1.562 -5.434 5.067
H 0.512 -4.247 5.860
H 0.017 -5.940 5.756
H 0.340 -4.022 3.380
H -1.198 -4.572 4.042
C 1.750 1.858 8.637
C 0.664 2.866 8.339
O 0.251 2.799 6.950
C -0.610 1.843 6.648
O -1.090 1.023 7.373
C -0.984 1.938 5.151
F 0.103 2.100 4.378
F -1.801 2.973 4.942
F -1.597 0.823 4.753
H 2.597 1.998 7.964
H 2.096 1.984 9.662
H 1.383 0.839 8.521
H 1.021 3.885 8.467
H -0.208 2.723 8.975
C 2.075 5.835 -3.787
C 2.100 4.407 -3.295
O 2.880 3.554 -4.177
C 4.201 3.588 -4.056
O 4.852 4.241 -3.292
C 4.826 2.587 -5.062
F 4.218 2.631 -6.237
F 4.688 1.327 -4.558
F 6.120 2.799 -5.224
H 1.707 5.877 -4.812
H 1.416 6.430 -3.154
H 3.070 6.276 -3.763
H 1.099 3.977 -3.308
H 2.491 4.335 -2.282
C -4.358 -7.556 1.539
C -5.604 -6.718 1.351
O -6.177 -6.916 0.036
C -6.913 -8.011 -0.114
O -7.155 -8.842 0.711
C -7.480 -8.069 -1.550
F -6.543 -7.764 -2.453
F -8.482 -7.186 -1.671
F -7.948 -9.282 -1.814
H -3.633 -7.346 0.754
H -3.907 -7.348 2.509
H -4.606 -8.616 1.499
H -5.384 -5.654 1.401
H -6.356 -6.946 2.106
C 4.144 9.350 0.688
C 3.427 8.668 1.829
O 2.512 7.648 1.339
C 3.043 6.485 1.036
O 4.184 6.134 1.112
C 1.930 5.521 0.568
F 1.103 6.081 -0.309
F 1.219 5.075 1.602
F 2.494 4.445 -0.037
H 3.426 9.767 -0.020
H 4.759 10.160 1.077
H 4.789 8.653 0.154
H 2.790 9.361 2.372
H 4.121 8.211 2.533
C -4.821 0.555 -5.431
C -4.270 1.951 -5.603
O -5.044 2.719 -6.550
C -6.153 3.271 -6.077
O -6.574 3.214 -4.959
C -6.849 4.081 -7.195
F -6.892 3.394 -8.340
F -6.168 5.216 -7.411
F -8.089 4.392 -6.838
H -4.882 0.048 -6.395
H -4.170 -0.014 -4.772
H -5.822 0.579 -4.997
H -3.266 1.928 -6.022
H -4.233 2.488 -4.655
*
```

The value obtained for the HOMO energy is -12.34 eV. For the orbital gap, the calculation gives 8.21 eV. For the LUMO energy, the calculation gives -4.13 eV.

Here are the Mulliken charges for atoms 1 to 99, given in e:
1. C -0.901
2. C 0.936
3. O -0.614
4. O -0.407
5. C -0.482
6. C -0.511
7. C -1.425
8. C 0.307
9. C -1.099
10. C -0.257
11. N 0.256
12. C 1.089
13. C -0.056
14. C -0.340
15. O -0.305
16. C 0.507
17. C -0.519
18. O -0.556
19. H 0.350
20. H -0.102
21. H 0.368
22. H 0.436
23. H 0.452
24. H 0.090
25. H 0.550
26. H 0.280
27. H 0.435
28. H 0.480
29. H 0.538
30. H 0.489
31. H 0.466
32. H 0.036
33. H -0.549
34. H 0.241
35. H -0.084
36. H 0.316
37. H -0.103
38. H 0.291
39. H -0.025
40. H 0.356
41. C -1.275
42. C 0.306
43. O -0.222
44. C 0.301
45. O -0.525
46. C 0.919
47. F -0.246
48. F -0.239
49. F -0.236
50. H 0.321
51. H 0.397
52. H 0.369
53. H -0.182
54. H 0.359
55. C -1.103
56. C -0.208
57. O -0.308
58. C 0.272
59. O -0.503
60. C 0.982
61. F -0.238
62. F -0.258
63. F -0.253
64. H 0.303
65. H 0.377
66. H 0.319
67. H 0.316
68. H 0.325
69. C -1.459
70. C 0.277
71. O -0.281
72. C 0.464
73. O -0.544
74. C 0.750
75. F -0.240
76. F -0.191
77. F -0.242
78. H 0.375
79. H 0.398
80. H 0.363
81. H 0.386
82. H -0.008
83. C -0.852
84. C -0.393
85. O -0.331
86. C 0.333
87. O -0.503
88. C 0.905
89. F -0.248
90. F -0.252
91. F -0.233
92. H 0.307
93. H 0.263
94. H 0.319
95. H 0.325
96. H 0.341
97. C -1.102
98. C -0.197
99. O -0.306



no.,E_tot (Eh)
1,-5697.249382
2,-324.894566
3,-6188.084573
4,-4497.142246